No. 1
# C7H15N

2 unconnected molecules or ions with the total composition C7H15N (ωB97M-V/def2-TZVPD, OMol25).

Total charge ... 0
E ... -8989.7235 eV
2S+1 ... 1
HOMO energy ... -6.20 eV
Relative energy (zero: lowest compared OMol25 entry of this formula, charge and spin) ... 63.8 kcal per mole

Geometry as XYZ:
```
23
Properties=species:S:1:pos:R:3:nbo_charge:R:1
N 1.3503 0.4865 0.8570 -0.38
C -1.1549 1.0791 -1.2362 -0.19
C -2.0755 -0.0782 -1.4282 -0.64
C 1.0962 -0.7233 0.3909 0.09
C -1.2813 1.9865 -0.2852 -0.40
C 0.1795 -1.6235 1.1533 -0.66
C 1.8030 -1.2143 -0.8261 -0.63
C 0.8832 1.1126 1.9315 -0.45
H 1.0888 -1.5899 -1.5707 0.21
H -0.8147 -1.1758 1.2471 0.22
H 1.9925 1.0339 0.2915 0.41
H 0.0856 -2.5825 0.6470 0.22
H 2.3848 -0.4078 -1.2852 0.20
H -2.0702 1.9334 0.4480 0.19
H -2.8537 -0.0879 -0.6671 0.21
H 1.1870 2.1174 2.1172 0.19
H -2.5453 -0.0190 -2.4067 0.21
H -1.5256 -1.0121 -1.3840 0.21
H 2.4881 -2.0397 -0.5890 0.21
H 0.1864 0.6294 2.5821 0.19
H -0.6048 2.8172 -0.1910 0.19
H -0.3563 1.1579 -1.9623 0.19
H 0.5566 -1.8001 2.1660 0.22
```

***

No. 2
# C18H36F3KN3O7P

A molecular structure, C18H36F3KN3O7P at a distorted geometry (ωB97M-V/def2-TZVPD, OMol25).

Total charge ... 0
E ... -71816.8202 eV
2S+1 ... 1
HOMO energy ... -5.59 eV
Relative energy (zero: lowest compared OMol25 entry of this formula, charge and spin) ... 79.4 kcal per mole

Geometry as XYZ:
```
69
Properties=species:S:1:pos:R:3:nbo_charge:R:1
K 10.7207 9.5316 -5.5691 1.00
P 7.9059 5.9600 -10.4016 2.39
F 16.4331 12.1745 -1.8653 -0.34
F 15.8436 13.8755 -0.4984 -0.35
F 15.4016 11.6938 -0.0144 -0.32
O 13.5278 11.6919 -2.3814 -0.96
O 17.8581 8.7996 -6.3569 -0.46
O 8.3720 6.5273 -9.0979 -1.12
O 14.1646 13.9531 -2.6554 -0.59
O 15.7854 9.2099 -6.9637 -0.63
O 6.5330 15.1308 -4.9626 -0.47
O 6.6209 13.0728 -5.7349 -0.59
N 7.5252 4.2962 -10.2402 -0.79
N 9.0743 5.9758 -11.6358 -0.83
N 6.4869 6.6791 -11.0030 -0.81
C 18.9654 9.5122 -5.7161 -0.07
C 5.6365 6.1023 -12.0230 -0.41
C 10.4550 6.3265 -11.3039 -0.39
C 4.8158 14.6817 -6.3755 -0.53
C 6.3541 8.1428 -10.8161 -0.41
C 6.0860 14.1690 -5.7639 0.79
C 18.6955 10.9630 -6.0627 -0.44
C 4.9992 16.1215 -6.2798 -0.43
C 16.8749 9.6336 -6.5164 0.79
C 15.4965 12.6221 -0.9890 0.94
C 13.4202 15.4231 -4.2862 -0.61
C 8.8273 5.7067 -13.0827 -0.41
C 8.6202 3.3274 -10.0139 -0.41
C 12.9293 14.4290 -3.2710 -0.06
C 6.2637 4.0640 -9.5367 -0.42
C 17.1890 11.1097 -6.2382 -0.53
C 14.1090 12.8134 -1.7226 0.30
C 5.7563 16.2544 -4.9457 -0.07
H 9.6617 5.8551 -13.7682 0.21
H 5.5042 5.0265 -11.9078 0.22
H 16.7540 11.4658 -5.3043 0.27
H 7.1251 8.5712 -10.1756 0.23
H 4.0238 16.6053 -6.3301 0.22
H 5.9376 6.3385 -13.0436 0.18
H 16.8930 11.7992 -7.0288 0.25
H 10.7674 5.8383 -10.3808 0.20
H 5.6185 4.9409 -9.5890 0.22
H 4.0054 14.2850 -5.7639 0.24
H 4.6093 6.4542 -11.9276 0.20
H 6.4131 3.7803 -8.4949 0.19
H 19.2745 11.1916 -6.9574 0.21
H 9.4256 3.4865 -10.7308 0.21
H 4.8283 14.3701 -7.4199 0.24
H 5.0644 16.1499 -4.1099 0.17
H 6.2751 8.6205 -11.7926 0.19
H 19.0654 9.3163 -4.6485 0.19
H 8.0121 6.3117 -13.4795 0.19
H 10.5313 7.3943 -11.0988 0.19
H 13.4174 13.2352 -0.9934 0.09
H 6.2806 17.1974 -4.7910 0.21
H 14.0159 16.1402 -3.7214 0.20
H 5.6930 3.2678 -10.0147 0.19
H 5.4495 8.4092 -10.2695 0.19
H 12.4742 13.7135 -3.9559 0.16
H 12.5965 15.9176 -4.8011 0.18
H 11.0489 6.0165 -12.1637 0.20
H 14.0608 15.0773 -5.0975 0.20
H 5.5214 16.5318 -7.1441 0.22
H 8.4492 4.6895 -13.1841 0.20
H 19.1640 11.6257 -5.3351 0.23
H 19.8618 9.1119 -6.1898 0.19
H 8.1601 2.3493 -10.1549 0.20
H 12.1519 14.8782 -2.6530 0.16
H 9.1313 3.4568 -9.0599 0.19
```

***

No. 3
# C3H7N3

C3H7N3 in the gas phase at a distorted geometry (ωB97M-V/def2-TZVPD, OMol25).

Total charge ... 0
SMILES ... [H]/N=C(N)/C=N\C
E ... -7693.2909 eV
2S+1 ... 1
HOMO energy ... -9.67 eV
Relative energy (zero: lowest compared OMol25 entry of this formula, charge and spin) ... 32.0 kcal per mole

Geometry as XYZ:
```
13
Properties=species:S:1:pos:R:3:nbo_charge:R:1
N -1.4452 -0.0372 -0.9799 -0.35
N 0.5888 0.5675 1.3179 -0.81
N 0.5570 -1.7715 1.1126 -0.67
C 0.0835 -0.6049 0.7969 0.36
C -1.2896 -0.6155 0.1443 0.05
C -0.1735 0.7207 -1.5373 -0.49
H -0.2716 0.6329 -2.6225 0.22
H 1.5753 0.5412 1.5470 0.38
H -1.9844 -1.3879 0.5054 0.21
H -0.3302 1.7719 -1.2840 0.20
H 0.3475 1.4123 0.8148 0.38
H 1.4767 -1.6657 1.5457 0.32
H 0.8657 0.4363 -1.3608 0.20
```

***

No. 4
# C18H44BClN2O11

10 unconnected molecules or ions with the total composition C18H44BClN2O11 (ωB97M-V/def2-TZVPD, OMol25).

Total charge ... 0
SMILES ... OB(O)Cc1ccc2ncc(Cl)nc2c1.CO.CO.CO.CO.CO.CO.CO.CO.CO
E ... -58080.6357 eV
2S+1 ... 1
HOMO energy ... -9.10 eV

Geometry as XYZ:
```
77
Properties=species:S:1:pos:R:3:lowdin_charge:R:1
Cl -5.1009 0.5667 1.8607 0.72
O 2.8725 -3.1467 -6.0153 -0.14
O 0.2607 -3.9383 -4.2650 -0.13
O 1.7918 0.0505 0.0896 0.13
O 3.6354 1.1599 -0.9125 0.16
O -7.2781 1.6127 4.4863 -0.15
O -8.3198 3.1893 2.1867 -0.13
O 5.8283 -4.4249 -1.1865 -0.13
O -0.9607 1.8144 3.7392 -0.14
O -1.1645 -0.4958 7.7608 -0.13
O 4.1866 -1.3133 -4.2560 -0.13
O 5.3034 -1.2062 -0.8317 -0.14
N -3.6630 2.9866 -0.8888 0.15
N -2.6968 1.3785 1.2545 0.12
C 1.9200 2.6773 0.2030 -0.02
C -0.6387 0.6914 4.5535 -0.15
C 0.0524 -0.1701 8.4228 -0.16
C 6.4638 -0.7076 -0.1726 -0.13
C 5.9151 -5.2759 -2.3281 -0.14
C -6.8056 2.8136 5.0966 -0.14
C -1.4104 3.6632 -1.3544 -0.01
C 3.2361 -0.2918 -4.5554 -0.13
C 0.4326 2.7753 -0.0612 -0.21
C -3.9388 1.4816 0.9231 -0.67
C -0.8840 -3.3493 -4.8627 -0.17
C -0.4598 2.0610 0.6983 0.03
C -4.4473 2.2655 -0.1436 -0.14
C -0.0688 3.6035 -1.1020 -0.02
C 3.2862 -3.9537 -7.1092 -0.14
C -8.3866 2.3018 1.0790 -0.16
C -1.8488 2.1122 0.4589 -0.18
C -2.3306 2.9185 -0.5917 -0.22
B 2.4662 1.2430 -0.2174 -0.63
H 2.3962 -4.2438 -7.6625 0.08
H -1.7211 -4.0261 -4.7071 0.07
H -5.7527 2.7218 5.3729 0.08
H -9.4012 1.9164 0.9477 0.08
H 5.6647 -4.9768 -0.4173 0.08
H -8.5562 2.6870 2.9761 0.05
H 6.7411 -5.9835 -2.2266 0.08
H 0.6273 4.1843 -1.6941 0.12
H 6.2511 0.3126 0.1367 0.08
H 2.5596 -0.1429 -3.7094 0.08
H -0.5545 -0.2155 3.9451 0.08
H 3.9526 -3.4003 -7.7766 0.08
H 3.7942 -4.8578 -6.7628 0.08
H -7.6967 1.4659 1.2198 0.03
H -0.7399 -3.2080 -5.9378 0.07
H -0.0953 1.4341 1.4989 0.12
H 0.3209 0.8883 5.0272 0.08
H -8.1022 2.8590 0.1885 0.08
H -1.1034 -1.4082 7.4653 0.07
H -7.3924 2.9701 5.9984 0.08
H 3.6575 -2.8831 -5.5191 0.05
H 4.6874 -1.0222 -3.4864 0.06
H -5.5113 2.2728 -0.3467 0.10
H 2.4246 3.3966 -0.4454 0.11
H 2.1390 2.9016 1.2475 0.12
H 6.6960 -1.3087 0.7092 0.08
H 6.0962 -4.6440 -3.1936 0.08
H -6.9328 3.6706 4.4316 0.07
H -1.7730 4.2910 -2.1585 0.12
H -1.3882 0.5388 5.3315 0.06
H -1.1228 -2.3852 -4.4033 0.07
H 1.0092 -3.3529 -4.4240 0.05
H 1.0614 -0.0722 -0.5279 0.11
H 2.6608 -0.6078 -5.4214 0.07
H 3.7639 0.2308 -1.1675 0.08
H 0.2123 -0.8097 9.2947 0.07
H -0.0243 0.8622 8.7545 0.08
H 0.9075 -0.2604 7.7472 0.07
H -6.7622 1.4721 3.6856 0.00
H -1.8088 1.6332 3.3170 0.04
H 3.7414 0.6486 -4.7863 0.08
H 4.9832 -5.8244 -2.4795 0.08
H 7.3264 -0.7048 -0.8431 0.08
H 5.4877 -2.1126 -1.1062 0.05
```

***

total charge of number 3 (C3H7N3)? 0